This record from the OMol25 dataset describes a single C13H9Cl3N2O3S molecule at a distorted geometry. The level of theory is the ωB97M-V functional and the def2-TZVPD basis.

The geometry in XYZ format:
```
31
Properties=species:S:1:pos:R:3:forces:R:3:lowdin_charge:R:1
C 0.4716 0.1725 -2.6977 -0.7 3.9 0.7 -0.67
N 2.8756 0.1363 -2.0354 -0.5 -0.1 -0.2 -0.42
N 0.6558 -1.5993 0.0747 0.7 -2.5 0.3 0.03
O 3.1114 0.8821 -2.9930 0.0 -0.3 0.6 0.01
H -2.9807 3.0213 1.2656 0.7 0.1 0.6 0.09
C -0.2441 1.2978 2.2333 -3.2 1.9 0.7 -0.04
C 1.5717 -0.3504 -1.8601 -1.8 -0.9 -0.7 -0.28
H 1.4761 0.2578 2.0858 1.4 -0.7 0.1 0.12
Cl 0.7348 2.7592 -1.5474 -0.3 -1.3 -0.7 0.62
C 1.2750 -1.5879 -1.0882 2.5 0.2 -1.9 -0.38
H 0.0516 2.0317 3.0331 0.2 -1.2 -0.9 0.14
H -2.9831 0.9655 0.0629 -0.6 0.5 0.2 0.11
C 0.4942 0.2952 1.7152 0.9 -0.7 -1.1 -0.02
C 0.5712 -2.9260 0.6101 0.8 -0.4 -0.3 -0.41
O 3.7088 -0.1698 -1.1759 0.2 -0.2 0.0 0.00
C -2.2904 2.7597 2.1004 -1.1 0.4 0.2 -0.06
H -0.0768 -2.2623 2.2645 0.4 -2.0 -0.6 0.16
C -1.5476 1.5324 1.7303 -0.3 -0.8 -2.8 -0.24
H -1.5572 -1.0286 -0.6503 -0.2 1.1 0.6 0.14
Cl -1.3665 2.1460 -3.4921 1.2 -0.4 0.5 0.54
Cl -0.4545 -0.7819 -3.8877 0.7 -0.1 0.8 0.60
H 1.1674 -5.0149 0.1402 -0.1 1.4 -0.3 0.11
S 1.8034 -3.2323 -1.5746 -1.0 1.6 0.9 1.11
C -1.2912 -0.2832 0.1389 1.0 0.0 -0.4 0.00
C 0.0505 1.5290 -2.6044 0.0 -2.3 -0.2 -1.07
C 1.0949 -3.9333 -0.1357 0.3 0.5 -0.6 -0.29
H -1.5210 3.5203 2.2464 -0.6 0.4 0.1 0.08
C -2.0561 0.8003 0.5662 2.1 -0.8 2.3 0.01
H -2.9597 2.6705 2.9924 0.8 0.0 -0.4 0.10
O 0.1877 -3.1608 1.8540 -1.4 2.8 1.6 0.10
C 0.0273 -0.4469 0.6286 -2.1 -0.1 0.8 -0.20
```
Positions in Å, forces in eV/Å.

Summary:
SMILES = Cc1ccc(N2C(O)=CS/C2=C(/C(Cl)=C(Cl)Cl)[N+](=O)[O-])cc1
Lowest unoccupied orbital energy = -0.67 eV
2S+1 = 1

---

This record from the OMol25 dataset describes C4H5I as an isolated structure at a distorted geometry. The level of theory is the ωB97M-V functional and the def2-TZVPD basis.

The geometry in XYZ format:
```
10
Properties=species:S:1:pos:R:3:forces:R:3:lowdin_charge:R:1
H -1.1078 1.3330 -0.3713 -0.6 1.4 -1.4 0.08
C -0.9442 -0.4136 0.6495 3.7 0.3 -1.6 -0.05
H 0.5412 0.0970 -1.9943 0.6 0.7 4.2 0.20
C 0.6628 0.1291 -0.4588 1.7 -1.5 -6.5 -0.84
H -1.6960 -0.6720 1.2707 -2.5 -0.8 1.7 0.06
C -0.0231 -1.0936 -0.0781 -1.3 -1.7 1.6 -0.21
H 0.0107 1.7568 1.0037 -0.7 -1.9 -1.4 0.15
I 2.7703 0.1210 -0.0058 -0.6 0.3 -0.1 0.73
C -0.3510 0.9396 0.2320 -0.3 1.6 3.4 -0.24
H 0.1369 -2.1974 -0.2477 0.0 1.5 0.0 0.12
```
Positions in Å, forces in eV/Å.

Summary:
Lowest unoccupied orbital energy = 0.41 eV
2S+1 = 1

---

This record from the OMol25 dataset describes F4N2O8S4Sn as an isolated structure at a distorted geometry. The level of theory is the ωB97M-V functional and the def2-TZVPD basis.

The geometry in XYZ format:
```
19
Properties=species:S:1:pos:R:3:forces:R:3:lowdin_charge:R:1
S 6.5293 -0.5298 0.7260 6.2 -6.5 2.3 0.35
N -5.2559 -0.8483 -0.2071 -2.4 0.1 -2.7 -0.22
O -5.8194 0.3400 -2.4765 -0.1 -0.7 1.3 -0.25
O 5.4264 2.6260 1.0675 0.5 -1.1 1.7 -0.26
S 5.5914 1.5960 0.1032 -1.8 4.7 -4.2 0.66
F 6.1220 -2.0201 1.1368 -0.5 -0.3 0.3 -0.21
O -5.9003 1.5704 0.3145 -0.5 -2.5 0.4 -0.26
O -7.7709 -0.2617 -1.0366 2.8 -0.2 0.0 -0.26
O 7.2258 -0.8227 -0.4845 0.6 0.8 0.1 -0.24
F 4.1629 1.9393 -0.7076 1.2 -1.5 0.2 -0.26
N 5.1697 -0.0119 0.5683 -4.4 5.8 -2.1 -0.24
S -5.7804 0.1925 0.8133 0.6 3.8 5.8 0.50
O -6.6886 -0.2686 1.8795 1.8 0.7 -2.7 -0.25
F -6.3674 -1.9603 -1.9814 0.0 0.6 -0.1 -0.20
F -4.3430 0.2790 1.5209 -0.3 -0.1 0.7 -0.22
O 6.6301 1.9421 -0.9208 -2.5 -2.6 2.7 -0.28
S -6.3725 -0.4590 -1.4165 -1.8 -1.8 -2.7 0.57
O 7.1624 -0.0885 1.9389 0.5 0.5 -1.0 -0.23
Sn 0.2784 -3.2145 -0.8378 0.0 0.3 0.1 1.30
```
Positions in Å, forces in eV/Å.

Summary:
Lowest unoccupied orbital energy = -7.74 eV
2S+1 = 1

---

This record from the OMol25 dataset describes a 14-piece molecular cluster, C20H62F6N17O22S2 overall at a distorted geometry. The level of theory is the ωB97M-V functional and the def2-TZVPD basis.

The geometry in XYZ format:
```
129
Properties=species:S:1:pos:R:3:forces:R:3:lowdin_charge:R:1
H -5.7131 -1.7095 3.2445 0.6 0.1 -0.1 0.11
H -0.0381 -0.2994 -5.3503 -0.6 -0.2 -0.2 0.10
N 0.5256 0.3218 -0.1921 -2.1 1.4 -2.1 -0.32
H -2.2763 2.9100 6.3723 -0.1 0.1 -0.1 0.06
H 1.6361 3.4899 2.5874 -0.2 -0.3 -0.2 0.14
O -1.6302 2.6498 7.0331 1.4 -0.5 -0.7 -0.09
C 2.4765 -4.7696 2.3012 0.9 1.0 -0.7 -0.19
H 2.4325 -6.7672 2.9158 0.6 -0.7 -0.2 0.13
N -3.5500 -0.7564 2.4848 1.1 3.1 -4.8 0.19
C -0.8524 1.1868 5.1409 -0.2 -1.5 0.0 -0.24
H 3.3778 0.4756 -2.2663 -0.1 0.1 -0.3 0.11
H -1.7150 -0.6787 4.9335 -0.1 0.0 -0.7 0.00
O -0.4731 0.0710 -2.6026 0.5 1.4 2.0 -0.30
H 1.2434 5.8733 -3.1159 -0.4 0.0 -0.1 0.08
H 4.3212 -1.7507 4.1340 0.1 -1.2 -1.3 0.11
O 0.0001 4.6691 -6.7375 -0.6 0.1 0.1 -0.06
H 4.3361 -4.8572 1.7847 0.3 -0.1 -0.1 0.07
H 2.1820 -4.2662 1.3803 0.2 0.4 -0.1 0.09
H 0.1944 5.5018 -6.3011 0.1 0.3 -0.1 0.08
H 0.0786 3.0031 5.8574 0.2 -0.1 0.0 0.10
H 0.8662 0.3550 -7.2090 0.2 0.3 -0.3 0.08
H -1.5274 1.6577 4.4263 0.1 0.3 -0.1 0.10
N 0.6440 3.3058 2.6316 6.7 -6.1 -3.1 0.22
N -2.9786 3.3286 0.4995 -0.2 -2.7 3.3 0.19
H -2.6351 -0.4597 2.1767 -0.3 -0.3 -0.1 0.07
H -4.4836 2.9453 -1.2265 0.2 0.2 -0.3 0.11
H -2.2903 -4.1872 -0.5096 -0.4 -0.6 -0.2 0.07
O -1.2693 -6.2065 1.6235 1.0 -2.7 1.8 0.04
N 0.7972 -3.8082 -1.8737 0.2 -0.4 1.4 0.18
N -4.8989 -1.7004 3.8421 -3.3 -2.0 2.8 0.17
H -2.7024 -5.9103 -0.3203 0.0 0.5 -0.3 0.12
H -6.0334 -1.9549 -1.3807 0.1 0.2 0.1 0.12
O 2.9931 1.1454 -0.3592 0.3 1.3 0.9 -0.07
H 0.0517 0.8297 4.6477 0.5 0.9 -0.4 0.09
N -3.0311 -1.8645 -1.5259 6.8 3.2 0.6 0.18
C 0.8715 6.6676 -1.3270 1.6 0.2 0.9 -0.73
N -5.0833 -1.7169 -1.1341 -4.3 1.7 1.0 0.17
H 1.8459 2.5583 -4.9214 -0.4 -0.1 0.4 0.10
F 2.0199 -0.1951 2.6260 0.7 0.8 0.0 0.16
O 1.9204 -2.8103 -6.5013 0.6 -0.9 0.9 -0.07
C 2.2888 -6.2337 1.9762 -1.9 1.2 2.5 -0.28
H -3.6692 2.6624 0.8147 0.1 0.0 -0.4 0.11
F 1.3665 -2.0092 1.6812 0.0 0.0 0.2 0.13
O 1.5370 0.1788 -6.5452 -0.1 -0.4 -0.3 -0.08
N 0.0492 6.4327 -0.3260 -1.8 -0.2 1.6 0.16
H 0.0681 -2.7870 -5.6293 0.1 -0.1 -0.1 0.09
F 0.1526 3.2645 -0.5763 -0.2 -0.2 -0.3 0.16
O -1.1264 -1.2334 0.8318 0.6 1.4 0.1 -0.33
O -2.6659 -1.8436 4.1327 1.3 -1.4 1.6 0.06
H 3.5756 -3.3701 4.0403 0.5 0.2 0.3 0.07
C -0.1515 4.1217 3.0876 -5.0 2.0 1.1 -0.88
C 1.5943 3.4879 -5.4320 -1.2 0.0 0.3 -0.23
H -0.1455 -4.0602 1.9708 -0.3 0.5 0.1 0.08
H -0.2645 6.0916 3.5530 0.0 -0.5 0.0 0.13
H 1.8671 -4.3092 3.0788 0.2 -0.5 0.4 0.12
H -1.2177 -2.5062 -3.8898 0.2 -0.3 0.2 0.13
C -0.1376 -3.8407 -2.8423 3.4 -2.2 0.0 -0.78
H 2.1753 3.4392 -6.3530 -0.5 0.0 -0.5 0.12
O -1.3162 3.8371 3.1830 -3.9 -0.4 0.6 0.03
C 3.2931 -2.0908 5.6331 -1.4 -5.0 1.9 -0.84
C -3.1501 4.1664 -0.4854 3.3 1.7 2.2 -0.78
H -0.8065 5.9651 -0.5892 -0.3 -0.1 1.0 0.04
C -4.1334 -2.3611 -1.7578 -2.7 -6.8 -1.2 -0.80
H 2.0549 0.9448 -0.3927 -0.1 0.2 0.1 -0.02
H -0.6422 3.8973 -4.9207 0.7 0.3 0.6 0.10
C -0.4569 2.1501 6.2742 -2.1 -0.8 0.3 -0.18
H 0.1105 1.5560 6.9906 0.2 0.4 0.1 0.11
O 2.8937 -2.8841 6.4637 -0.8 0.0 1.6 0.04
H 2.8652 4.3270 -4.3452 0.3 0.6 0.3 0.09
H 3.6900 -0.3050 4.8927 -0.3 0.2 0.7 0.11
C 3.6849 0.3447 -1.2287 0.7 -2.0 -0.1 -0.25
O -0.2760 -4.7777 -3.5661 -1.2 -2.9 -1.6 0.05
O -2.4386 5.1558 -0.5016 0.6 1.8 -1.2 0.01
H 3.5139 -1.3950 0.1550 1.1 0.3 0.3 0.11
H -5.0153 -2.1260 4.7507 -0.2 -0.2 -0.2 0.12
O 3.1820 -6.4716 0.9884 2.0 -1.2 -1.9 -0.03
H -2.9586 -1.0645 -0.9136 1.0 -0.2 -0.4 0.08
O -4.1685 -3.5111 -2.2721 -1.5 1.3 -0.3 -0.01
H -0.2826 5.3523 -2.4905 0.3 0.4 0.3 0.08
H 1.2651 5.4341 3.0527 -0.2 0.7 0.3 0.11
S -0.6356 0.8195 -1.3434 1.2 -0.4 -2.4 0.73
H -0.2944 2.7459 -6.1116 0.0 0.0 -0.4 0.11
H -2.2361 3.4490 1.1736 -0.1 0.5 0.1 0.08
N 0.5246 5.9542 -2.4110 0.5 -0.2 -2.4 0.17
C 3.4636 -1.1727 -0.9109 1.0 1.2 0.3 -0.21
C 0.0769 3.6901 -5.7133 1.2 -1.1 -1.2 -0.22
N -3.9734 3.8024 -1.3849 -4.3 -1.7 -4.0 0.19
H 4.7424 0.6001 -1.1618 0.1 -0.1 0.1 0.12
S -0.2810 -0.0597 1.0890 -1.3 -3.0 2.3 0.64
N -0.6637 -2.6949 -3.0667 -2.6 5.0 -0.3 0.16
C -3.6407 -1.5232 3.5080 0.2 0.4 0.4 -0.76
F 1.1595 2.5305 -2.3683 -0.4 -0.2 0.5 0.13
O -1.4180 -0.0582 5.6031 0.3 1.6 1.9 -0.08
H 4.1892 -1.7463 -1.4875 -0.1 -0.3 0.0 0.12
H -2.3286 -2.3637 -2.0525 1.1 0.6 0.5 0.08
C 0.6738 -2.1722 -6.2951 1.5 1.4 -0.1 -0.21
O -1.9873 0.9073 -0.8859 0.1 0.3 0.5 -0.30
H 1.6200 -0.7888 -0.9684 -0.6 -0.2 0.1 0.00
H 1.3641 -4.6380 -1.7731 -0.1 0.4 0.0 0.11
H -1.0744 -3.1223 0.8550 0.0 -0.5 0.0 0.05
N -0.9203 -4.0026 1.3255 2.3 1.3 2.0 0.18
O 1.8914 7.3426 -1.2162 0.2 0.1 -0.6 0.00
N 3.7170 -2.4772 4.4907 2.0 -1.0 -5.1 0.18
N -2.1763 -5.0869 -0.0650 -1.4 -0.7 -1.7 0.18
N 0.3161 5.2867 3.3656 2.5 4.8 1.2 0.19
C -1.4102 -5.1936 1.0161 -1.3 1.8 -1.5 -0.77
H -4.1154 4.2422 -2.2829 0.2 0.3 0.5 0.13
O 3.9239 -4.4720 2.5614 -2.2 -0.5 -0.2 -0.10
H 1.4546 -0.6854 -4.7323 0.4 -0.9 -0.2 0.11
H 1.1565 -2.8986 -1.6212 0.5 -0.5 0.3 0.04
H 1.2517 -6.4369 1.7092 -0.2 0.2 -0.2 0.11
F -0.8351 3.2815 -2.5129 -0.8 -0.2 0.0 0.15
H 2.7847 -6.7968 0.1773 -0.2 0.0 0.2 0.11
H 2.3523 -2.6493 -7.3434 -0.5 0.4 0.0 0.08
O -0.9329 1.0494 1.7327 0.4 0.0 0.3 -0.29
H 0.2882 2.4137 2.3191 0.1 0.1 0.1 0.08
O 2.1634 -1.5384 -1.2223 -0.6 -0.2 -1.3 -0.12
N 3.3996 -0.8305 5.7049 0.1 6.8 2.4 0.17
H 3.3937 -0.4271 6.6308 -0.1 0.3 -0.4 0.13
H 0.2419 -2.0994 -7.2932 -0.8 0.4 0.2 0.12
H -4.3334 -0.5045 1.8993 0.2 -0.1 0.3 0.11
C 0.9752 -0.9158 2.3231 -1.1 0.0 -0.3 -0.62
F 0.3484 -1.2381 3.4646 0.1 0.2 -1.3 0.16
C -0.0168 2.6253 -1.7223 1.1 -1.1 0.4 -0.63
O 2.0292 4.6262 -4.7100 0.5 -0.1 0.4 -0.08
H -4.8534 -0.7430 -0.9969 -0.7 0.0 0.0 0.10
C 0.9012 -0.7512 -5.6691 -0.7 0.0 0.1 -0.23
H -0.3342 -1.8999 -2.5379 -0.2 0.1 -0.4 0.07
H 0.2211 6.7146 0.6285 -0.1 0.2 -0.6 0.10
```
Positions in Å, forces in eV/Å.

Summary:
Net charge = -1
Lowest unoccupied orbital energy = 1.30 eV
2S+1 = 1

---

This record from the OMol25 dataset describes a single C25H31N3O5 molecule at a distorted geometry. The level of theory is the ωB97M-V functional and the def2-TZVPD basis.

The geometry in XYZ format:
```
64
Properties=species:S:1:pos:R:3:forces:R:3:lowdin_charge:R:1
H -0.8449 -3.1052 2.9529 0.1 0.1 0.0 0.14
C -4.6432 -0.0821 -0.6540 0.3 -0.3 0.2 0.06
H -5.5256 -0.6119 -0.9760 -0.1 0.0 0.0 0.13
C -0.3378 4.4471 0.7148 0.0 -0.3 0.0 -0.11
C 1.5521 3.5587 -0.7309 -0.1 -0.2 0.3 -0.01
H -1.8704 -2.4559 -0.8612 0.0 0.1 -0.1 0.09
C 1.9579 -2.9379 -0.2090 0.1 0.1 -0.1 -0.17
C -1.3667 2.2392 0.3015 0.1 0.3 -0.1 -0.07
C -2.7352 -4.4053 -0.5439 0.0 0.2 -0.1 -0.10
H -2.1220 -4.9002 -1.2944 0.0 -0.1 0.0 0.07
C -3.6403 -0.7175 0.0003 -0.6 0.1 -0.2 -0.14
C 3.0340 -1.8183 -2.2153 -0.6 -0.3 -0.2 -0.14
C -0.2707 1.7081 0.9712 -0.7 -0.4 -0.2 -0.19
H 2.2496 5.3916 1.1895 0.0 0.1 -0.1 0.09
C -2.4846 0.0431 0.4092 0.1 0.3 0.0 -0.02
H -2.3924 4.0949 0.1306 0.0 0.0 -0.1 0.13
H 2.9466 3.8150 1.5928 0.1 0.0 0.0 0.09
C 1.0028 3.7028 0.6894 0.2 0.8 -0.2 -0.53
N 4.0356 1.3484 -0.8677 -0.1 0.5 -0.1 0.05
C 4.8588 0.5105 -0.1853 0.1 -0.3 0.1 -0.14
H -0.2034 5.4514 0.3145 0.0 0.0 0.0 0.13
H 1.1642 -1.2710 -1.3136 0.0 0.0 0.0 0.11
C 4.6491 -0.7766 -0.5869 0.3 0.0 0.2 -0.08
C 3.3409 0.5854 -1.6641 -0.1 0.1 -0.1 -0.18
H 2.8323 -1.5212 -3.2490 0.1 -0.1 0.1 0.13
H 5.5450 0.8854 0.5464 0.2 0.0 0.2 0.09
H 3.7110 -2.6764 -2.2245 0.0 0.1 -0.1 0.13
O -1.4512 -1.7179 1.6463 -0.2 0.1 -0.2 -0.08
C -1.3999 3.6917 -0.0786 0.0 0.1 0.1 -0.11
H -3.2988 -2.7770 -1.8358 0.1 0.1 0.0 0.12
H 2.7865 -2.4877 0.3453 -0.1 -0.1 -0.1 0.11
C -2.8605 -2.9179 -0.8453 -0.1 -0.2 0.2 -0.24
H -0.3614 -1.4531 3.4028 0.0 -0.1 -0.2 0.14
H -3.4118 -2.4771 1.1940 -0.1 0.0 -0.1 0.11
H 1.1145 -2.8048 -2.1959 -0.1 0.0 0.0 0.11
H 0.5609 0.0373 1.9600 0.1 -0.1 0.1 0.12
H 2.1989 -3.9885 -0.4082 0.1 0.1 0.0 0.13
C -0.4729 -2.1509 2.5662 0.3 0.0 0.3 -0.08
H 1.6567 4.4891 2.5929 0.0 0.0 0.1 0.09
H 0.8790 2.9649 -1.3442 -0.1 0.0 -0.1 0.08
O 1.9408 -2.1789 2.5013 0.2 0.1 0.3 0.08
H -4.7711 -2.5162 0.0633 0.0 0.0 0.0 0.12
H -0.1056 -2.9939 0.2606 0.0 0.1 0.1 0.12
N 0.8101 -2.8450 0.6590 -0.2 -0.2 -0.3 0.08
C -4.6090 1.3189 -0.9862 -0.6 0.1 -0.4 -0.45
C 2.0321 4.4007 1.5765 -0.3 -0.3 -0.1 -0.01
H 5.1089 -1.6972 -0.2916 0.1 -0.2 0.1 0.12
C -2.4464 1.3996 0.0242 0.7 -0.6 0.5 -0.12
H 2.5968 0.9333 -2.3533 -0.2 0.0 -0.2 0.13
N 3.6746 -0.7213 -1.5444 0.2 0.2 0.1 -0.10
H -3.7156 -4.8754 -0.5416 -0.1 -0.1 0.0 0.08
H -0.6604 4.5338 1.7553 0.0 0.1 0.0 0.13
H 1.6705 4.5387 -1.1843 0.0 0.1 -0.1 0.10
H 2.5183 3.0583 -0.7005 0.0 0.0 0.0 0.05
C 1.7163 -2.1912 -1.5229 0.2 -0.1 0.1 -0.15
C -1.3857 -0.4354 1.1729 0.0 0.5 -0.2 -0.18
C 0.8984 -2.3820 1.9203 -0.5 -0.1 0.0 -0.49
O -3.4630 1.9878 -0.6448 0.1 0.2 0.0 0.13
C -0.3036 0.3799 1.4168 0.2 -0.1 0.1 0.09
O 0.8406 2.3951 1.2617 0.1 -0.1 0.2 0.03
O -5.4779 1.9377 -1.5517 0.3 -0.2 0.2 0.11
C -3.7346 -2.2008 0.1929 0.0 -0.1 -0.1 -0.15
H -1.2352 3.8046 -1.1534 0.0 0.0 0.0 0.12
H -2.2818 -4.5612 0.4330 0.0 -0.1 0.1 0.07
```
Positions in Å, forces in eV/Å.

Summary:
SMILES = CCCc1cc(=O)oc2c3c(cc(OCC(=O)NCCCn4ccnc4)c12)OC(C)(C)CC3
Lowest unoccupied orbital energy = 0.40 eV
2S+1 = 1

---

Number 1: molecular weight 379.65 g mol⁻¹, electronic energy -71146.1716 eV, HOMO level -7.8 eV. Number 2: molecular weight 179.99 g mol⁻¹, electronic energy -12325.7380 eV, HOMO level -9.1 eV. Number 3: molecular weight 478.98 g mol⁻¹, electronic energy -79387.9337 eV, HOMO level -9.7 eV. Number 4: molecular weight 1070.94 g mol⁻¹, electronic energy -130100.0555 eV, HOMO level -7.3 eV. Number 5: molecular weight 453.54 g mol⁻¹, electronic energy -41137.2634 eV, HOMO level -8.2 eV.